1.
A structure of composition C21H40MnN6O3P2Te in a non-equilibrium geometry. Source: the OMol25 dataset; level of theory: ωB97M-V/def2-TZVPD.

XYZ file:
```
74
Properties=species:S:1:pos:R:3
Mn -0.421 -0.139 0.799
C -3.667 -3.132 -2.816
N -2.495 -2.392 -2.289
C -1.208 -2.716 -2.941
P -2.634 -1.614 -0.913
O -1.196 -1.355 -0.369
O -3.294 -0.161 -1.119
P -2.553 1.263 -0.942
O -1.696 1.214 0.345
N -1.610 1.336 -2.253
C -0.558 2.371 -2.286
C -2.048 0.916 -3.605
N -3.677 2.366 -0.775
C -4.447 2.828 -1.951
C -3.984 3.073 0.484
N -3.629 -2.275 0.143
C -3.334 -3.665 0.554
C -4.978 -1.759 0.472
H -3.537 -4.205 -2.679
H -3.764 -2.926 -3.880
H -4.585 -2.816 -2.327
H -0.933 -3.752 -2.750
H -0.417 -2.062 -2.586
H -1.313 -2.581 -4.016
H -0.287 2.680 -1.277
H -0.886 3.255 -2.834
H 0.321 1.966 -2.788
H -2.775 0.112 -3.544
H -1.176 0.558 -4.152
H -2.475 1.753 -4.158
H -4.205 2.248 -2.837
H -4.243 3.879 -2.146
H -5.511 2.707 -1.752
H -3.392 2.679 1.304
H -5.041 2.955 0.723
H -3.774 4.135 0.370
H -4.076 -4.352 0.150
H -3.343 -3.743 1.640
H -2.352 -3.976 0.192
H -5.410 -1.206 -0.357
H -4.956 -1.115 1.351
H -5.622 -2.610 0.683
C -2.669 -0.710 5.701
C -1.784 -0.977 4.535
C -0.940 -2.060 4.261
C -0.362 -1.808 3.036
N -0.809 -0.610 2.576
N -1.685 -0.137 3.497
C 0.593 -2.600 2.204
H -2.220 -1.106 6.609
H -3.623 -1.222 5.564
H -2.870 0.352 5.835
H -0.785 -2.924 4.889
H -2.133 0.761 3.386
H 1.110 -3.346 2.805
H 1.372 -1.967 1.756
H 0.075 -3.130 1.404
C 2.982 0.757 2.948
Te 1.905 1.289 1.172
C 1.876 3.277 1.985
C 2.895 3.305 3.083
C 3.294 4.508 3.633
C 4.238 4.491 4.644
C 4.800 3.235 5.118
C 4.413 2.029 4.560
C 3.463 2.040 3.558
H 3.810 0.110 2.660
H 2.331 0.209 3.631
H 0.879 3.538 2.341
H 2.141 3.955 1.175
H 2.893 5.448 3.275
H 4.573 5.421 5.091
H 5.530 3.254 5.921
H 4.850 1.101 4.906
```

Results
E in eV: -94663.7120
E_LUMO (spin up / spin down) in eV: -13.53 / -14.62
Net charge: +4
2S+1: 4

---

2.
The ion C21H40NO3 with charge +1 in a non-equilibrium geometry. Source: the OMol25 dataset; level of theory: ωB97M-V/def2-TZVPD.

XYZ file:
```
65
Properties=species:S:1:pos:R:3
C 5.959 3.257 -2.389
C 4.655 3.364 -1.601
C 4.898 4.097 -0.285
C 4.086 1.958 -1.373
C 2.688 1.977 -0.767
O 2.179 0.636 -0.613
C 1.591 0.076 -1.641
O 1.368 0.580 -2.711
C 1.210 -1.371 -1.278
N 0.330 -2.039 -2.264
C 1.052 -2.236 -3.538
C -0.043 -3.362 -1.721
C -0.910 -1.245 -2.530
C -1.504 -0.541 -1.301
O -1.582 -1.418 -0.207
C -2.674 -1.224 0.693
C -2.747 -2.454 1.620
C -2.671 -1.844 3.024
C -1.229 -1.370 3.231
C -1.128 -0.150 2.295
C -2.537 -0.038 1.684
C -2.862 1.329 1.110
C -3.441 -0.520 2.854
C -3.401 0.373 4.094
C -4.918 -0.698 2.500
H 6.364 4.246 -2.584
H 5.798 2.762 -3.344
H 6.698 2.691 -1.827
H 3.934 3.936 -2.196
H 3.969 4.288 0.245
H 5.555 3.516 0.359
H 5.374 5.055 -0.478
H 4.754 1.396 -0.716
H 4.036 1.439 -2.334
H 2.692 2.383 0.244
H 2.003 2.545 -1.402
H 0.713 -1.366 -0.305
H 2.139 -1.939 -1.182
H 0.389 -2.688 -4.272
H 1.906 -2.894 -3.383
H 1.401 -1.278 -3.919
H -0.593 -3.927 -2.471
H 0.849 -3.922 -1.448
H -0.673 -3.224 -0.844
H -1.645 -1.932 -2.951
H -0.676 -0.473 -3.265
H -2.502 -0.184 -1.585
H -0.900 0.341 -1.047
H -3.582 -1.108 0.088
H -3.664 -3.020 1.468
H -1.906 -3.119 1.426
H -3.034 -2.508 3.805
H -1.053 -1.097 4.269
H -0.513 -2.150 2.971
H -0.871 0.761 2.833
H -0.373 -0.290 1.520
H -2.933 2.056 1.914
H -3.812 1.311 0.581
H -2.089 1.667 0.422
H -4.003 1.264 3.932
H -2.401 0.687 4.367
H -3.828 -0.166 4.936
H -5.089 -1.351 1.652
H -5.441 -1.119 3.356
H -5.365 0.269 2.280
```

Results
E in eV: -30053.2351
Relative energy (zero: lowest compared OMol25 entry of this formula, charge and spin) in kJ/mol: 0.00
E_LUMO in eV: -2.21
Net charge: +1
SMILES: CC(C)CCOC(=O)C[N+](C)(C)CCO[C@H]1C[C@H]2CC[C@]1(C)C2(C)C
2S+1: 1

---

3.
A structure of composition C21H40P2Ru in a non-equilibrium geometry. Source: the OMol25 dataset; level of theory: ωB97M-V/def2-TZVPD.

XYZ file:
```
64
Properties=species:S:1:pos:R:3
P -0.265 -2.185 -1.297
P 0.543 1.106 -2.475
C -0.506 -1.334 -3.060
C 0.664 -0.431 -3.413
H -1.461 -0.771 -3.069
H -0.589 -2.099 -3.848
H 1.652 -0.808 -3.092
H 0.708 -0.112 -4.465
C -0.509 2.049 -3.707
H -0.796 3.067 -3.386
H -1.417 1.499 -4.011
H 0.116 2.167 -4.608
C 2.109 1.995 -2.648
H 2.211 2.320 -3.694
H 2.907 1.286 -2.387
H 2.180 2.878 -1.993
C -1.491 -3.499 -1.629
H -1.375 -4.217 -0.803
H -1.298 -3.992 -2.590
H -2.518 -3.106 -1.631
C 1.370 -2.992 -1.772
H 2.212 -2.344 -1.974
H 1.172 -3.694 -2.581
H 1.605 -3.644 -0.864
Ru 1.069 -2.542 0.453
C -0.595 3.049 -0.911
C -1.810 2.477 -0.599
C -2.629 1.458 -1.306
C -2.303 0.076 -0.688
C -0.903 -0.207 -0.465
C 0.389 0.519 -0.808
C 1.028 1.454 0.220
C 0.453 2.876 0.195
C 0.799 -3.915 1.970
H -0.394 3.795 -1.681
H -2.151 2.622 0.420
H -2.534 1.391 -2.385
H -3.675 1.661 -1.044
H -2.739 0.057 0.314
H -2.800 -0.741 -1.233
H -0.784 -0.638 0.552
H 1.182 -0.318 -0.781
H 2.120 1.455 0.077
H 0.928 0.989 1.228
H -0.051 3.022 1.164
H 1.276 3.595 0.152
H 1.750 -3.610 2.536
H 0.809 -4.951 1.568
H -0.124 -3.580 2.514
C 1.405 0.331 5.209
C 0.404 0.348 4.058
C -0.925 -0.263 4.516
C 0.184 1.825 3.711
C 0.872 -0.408 2.846
C 0.951 -1.291 1.928
H 1.041 1.003 5.992
H 2.385 0.675 4.870
H 1.505 -0.672 5.625
H -1.333 0.317 5.353
H -1.655 -0.270 3.700
H -0.771 -1.296 4.838
H 1.117 2.266 3.335
H -0.591 1.933 2.943
H -0.124 2.369 4.608
```

Results
E in eV: -43559.0238
Relative energy (zero: lowest compared OMol25 entry of this formula, charge and spin) in kJ/mol: 128.83
E_LUMO (spin up / spin down) in eV: -7.38 / -8.03
Net charge: +2
2S+1: 5

---

Question: The lowest E belongs to which entry?
Answer: C21H40MnN6O3P2Te